No. 1
# C28H29BF3NO4

A cluster of 2 separate species, C28H29BF3NO4 in total (wB97M-V/def2-TZVPD, the Open Molecules 2025 dataset).

- LUMO energy: -2.86 eV
- Multiplicity: 1

Cartesian coordinates (Å):
C -6.90 -2.78 2.95
H -6.84 -3.48 2.12
H -4.17 -0.42 1.30
C -0.31 -2.55 -0.51
C -3.63 -7.05 1.28
H -1.01 -1.73 -0.56
C -2.81 -7.93 0.62
H 1.64 -4.29 1.65
F 0.84 -4.98 3.58
C -3.10 -6.31 2.33
C -1.76 0.75 3.37
H -4.66 -6.93 1.01
C -4.98 -4.89 3.24
C 0.05 -2.16 1.92
O -3.94 1.67 3.06
C 1.21 -3.96 0.71
H -8.56 -4.32 4.65
C 0.81 -4.45 -4.01
H -2.81 -4.21 4.85
H 0.10 -7.47 2.31
H 2.30 -5.36 -0.46
C 1.02 -4.19 -1.68
H -6.38 -2.97 6.36
C -6.65 -2.49 5.42
H -6.18 -1.99 2.77
C -6.57 -3.49 4.27
C -1.75 -6.46 2.69
O 1.46 -4.84 -2.83
H -0.26 -4.60 -3.90
C -2.23 -1.25 1.53
H -7.48 -5.40 3.76
C -2.66 -4.94 4.07
H -0.38 -2.85 -2.61
H -0.84 -8.79 0.44
C -1.46 -8.08 0.98
C -0.93 -7.36 2.01
H -1.60 1.54 4.09
C -0.97 -1.20 2.16
H 1.04 -3.41 -4.25
C -1.50 -5.58 3.79
H -5.02 1.60 1.31
C -5.17 1.56 2.39
B -0.08 -5.42 4.52
H -3.20 -8.51 -0.20
H -2.44 -2.07 0.87
C -3.21 -0.34 1.79
C -3.00 0.70 2.72
O -5.21 -3.98 4.23
C -7.53 -4.66 4.56
F -0.25 -4.49 5.54
C -0.78 -0.17 3.11
H -5.95 -1.67 5.25
H -7.90 -2.34 2.97
C 1.57 -4.57 -0.45
H 1.16 -5.08 -4.83
N -3.64 -5.36 3.20
H -7.24 -5.16 5.48
O -5.80 -5.30 2.45
C 0.05 -3.17 -1.68
F 0.27 -6.67 5.02
H -5.67 0.63 2.68
H 0.16 -0.10 3.62
H -7.65 -2.07 5.52
H -5.80 2.40 2.69
H 0.77 -2.30 2.70
C 0.27 -2.90 0.73



No. 2
# C27H48O24

A cluster of 8 separate species, C27H48O24 in total (wB97M-V/def2-TZVPD, the Open Molecules 2025 dataset).

- LUMO energy: 0.24 eV
- SMILES: C[C@H]1COC(=O)O1.C[C@H]1COC(=O)O1.C[C@H]1COC(=O)O1.COC(=O)OC.COC(=O)OC.COC(=O)OC.COC(=O)OC.COC(=O)OC
- Energy above the lowest of the compared OMol25 structures with the same formula, charge and spin: 20.8 kcal per mole
- Multiplicity: 1

Cartesian coordinates (Å):
O -9.06 -2.95 6.15
O -11.59 2.56 8.68
H -12.55 1.43 0.73
H -9.61 0.25 6.81
H -13.02 0.11 -0.36
O -14.07 -2.28 -0.85
H -6.81 8.52 1.92
H -9.15 7.61 -0.40
C -11.06 5.26 6.52
H -7.49 9.97 1.28
O -14.04 0.54 -2.64
O -8.87 7.45 2.62
O -9.99 6.44 1.05
H -9.63 9.26 1.98
H -7.13 4.25 9.48
H -14.23 1.35 0.11
O -11.63 1.78 3.20
H -13.21 -2.63 -2.73
O -9.82 5.48 3.09
H -6.83 6.11 1.75
O -10.78 -2.74 4.72
O -15.61 -1.78 -2.41
H -13.29 2.16 9.71
H -12.59 4.24 -3.96
H -8.95 0.49 5.26
C -7.57 3.73 8.62
O -7.75 2.35 8.79
H -11.73 3.16 4.73
O -8.17 0.51 9.79
C -15.23 -1.79 -1.28
C -13.17 1.17 -0.12
C -12.08 3.48 7.86
H -14.21 -4.75 5.68
H -8.09 -0.42 11.64
H -6.41 0.38 2.03
C -12.07 -4.49 5.53
H -10.09 5.74 6.61
H -13.67 -3.77 6.96
O -12.83 1.90 -1.28
H -6.12 4.98 0.64
O -11.04 4.20 7.48
C -12.95 -2.44 -1.69
C -12.01 0.51 3.47
C -10.14 -3.27 5.75
O -12.60 -0.18 2.68
H -6.92 3.97 7.78
C -9.65 6.39 2.34
C -13.40 1.53 -2.45
C -9.76 7.74 0.50
O -13.21 3.62 7.47
H -9.06 -1.19 10.42
H -9.70 0.34 11.14
H -11.76 -5.35 4.94
O -7.81 2.33 11.05
H -12.29 -3.48 3.52
H -14.59 -0.71 1.05
H -12.42 -3.37 -1.48
O -13.15 2.46 -3.37
H -15.26 -2.30 1.53
H -16.20 -0.81 1.70
H -13.06 0.93 8.53
C -12.09 -3.21 4.55
C -6.72 2.93 1.91
H -12.82 -2.55 5.01
C -9.63 0.95 5.98
C -15.48 -1.34 1.07
C -13.35 -4.60 6.32
H -10.74 8.11 0.19
H -11.82 5.98 6.84
O -15.95 -1.31 -0.26
C -6.19 5.23 1.70
H -7.20 0.17 3.55
O -11.39 0.13 4.54
H -11.92 0.98 9.88
C -7.27 0.72 2.61
O -7.24 2.10 2.80
C -8.81 -0.22 10.84
C -12.50 1.59 9.20
H -7.28 8.58 0.26
C -7.60 8.89 1.26
H -12.73 4.21 -2.26
H -10.10 2.88 4.11
H -11.30 3.51 -3.00
H -9.17 1.87 6.34
C -11.05 2.40 4.36
H -12.36 -1.53 -1.64
H -5.23 5.44 2.17
H -8.16 0.37 2.08
C -12.38 3.61 -3.10
H -11.77 1.53 6.10
H -8.54 4.18 8.40
C -8.99 8.46 1.60
C -11.01 1.21 5.39
H -11.35 4.91 5.54
C -7.94 1.80 9.97
O -10.99 -4.11 6.36
H -13.26 -5.45 7.01
O -6.85 4.19 2.38
O -6.20 2.59 0.89



No. 3
# C4H10N3

The ion C4H10N3 with charge +1 (wB97M-V/def2-TZVPD, the Open Molecules 2025 dataset).

- LUMO energy: -3.55 eV
- SMILES: [H]/N=C1/CC[NH2+]N1C
- Energy above the lowest of the compared OMol25 structures with the same formula, charge and spin: 49.4 kcal per mole
- Charge: +1
- Multiplicity: 1

Cartesian coordinates (Å):
H 2.82 0.05 -0.30
H 1.78 -1.94 -0.04
C -0.07 1.67 0.25
N -1.16 -0.40 -0.05
C -1.36 1.06 -0.28
N 2.19 0.81 -0.08
H -1.35 -0.64 0.95
H 0.28 -2.72 -0.53
H -1.79 -0.98 -0.63
H 0.17 2.62 -0.22
H -1.44 1.22 -1.36
C 0.97 0.64 -0.06
N 0.20 -0.65 -0.39
C 0.69 -1.92 0.08
H -2.26 1.42 0.21
H 0.45 -2.08 1.14
H -0.11 1.84 1.33



No. 4
# C26H19MnN5S2Te

A structure of composition C26H19MnN5S2Te (wB97M-V/def2-TZVPD, the Open Molecules 2025 dataset).

- LUMO energy (spin up / spin down): -4.28 / -3.88 eV
- Energy above the lowest of the compared OMol25 structures with the same formula, charge and spin: 8.2 kcal per mole
- Charge: +1
- Multiplicity: 5

Cartesian coordinates (Å):
H -0.49 -2.57 5.12
C -0.21 1.67 -2.61
H 3.71 -0.60 3.76
C -4.08 -1.23 -1.71
C 6.31 0.02 -2.72
C -1.84 -0.98 -0.83
H 3.35 -3.80 0.93
H -4.78 0.23 -3.11
H 3.34 -0.10 1.37
C -3.03 -1.67 -0.88
C 0.53 -1.74 3.40
H 2.56 -5.46 2.79
H -2.87 -2.18 1.59
C 1.96 -5.19 1.93
N -0.40 0.63 -1.82
Mn 0.89 -0.49 -0.62
C 6.34 0.70 -0.46
C 1.45 -4.08 -0.04
C -2.46 1.64 -3.42
C -1.90 -2.08 2.05
S 2.64 0.54 -1.56
H 6.87 1.01 0.44
C 0.71 -5.69 1.69
H -5.01 -1.78 -1.70
C 4.32 0.37 -1.46
H 4.38 -0.20 -3.42
H 0.79 2.10 -2.62
N 4.96 0.01 -2.61
C 2.38 -4.28 0.93
C 7.05 0.39 -1.63
Te 1.61 -2.83 -1.72
C -0.58 -2.30 4.07
N 1.42 -0.82 1.33
C 2.76 -0.86 3.30
C -1.65 0.08 -1.77
H 6.73 -0.25 -3.67
S 0.05 -5.06 0.24
C -1.21 2.21 -3.42
C 2.56 -0.56 1.95
H 8.12 0.43 -1.68
H -2.62 -2.86 3.91
H 0.14 -6.38 2.28
H -3.24 2.03 -4.05
H -3.16 -2.57 -0.30
N -0.77 -1.13 0.03
C -0.83 -1.58 1.34
C 1.76 -1.44 4.03
N 5.03 0.67 -0.38
H -0.97 3.05 -4.05
C -2.71 0.54 -2.58
C -3.95 -0.13 -2.51
C 0.41 -1.40 2.04
C -1.76 -2.44 3.40
H 1.88 -1.65 5.09



No. 5
# C13H27NO23S5

A cluster of 6 separate species, C13H27NO23S5 in total (wB97M-V/def2-TZVPD, the Open Molecules 2025 dataset).

- LUMO energy: 0.00 eV
- SMILES: O=S1(=O)OCCO1.O=S1(=O)OCCO1.O=S1(=O)OCCO1.O=S1(=O)OCCO1.O=S1(=O)OCCO1.CCNC(=O)OO
- Energy above the lowest of the compared OMol25 structures with the same formula, charge and spin: 81.7 kcal per mole
- Multiplicity: 1

Cartesian coordinates (Å):
H 1.96 -4.38 0.26
O 1.85 -0.90 3.45
C -2.68 -1.76 -1.42
H -4.16 -0.23 -1.84
H 1.98 5.73 -2.73
H 4.24 1.98 8.28
O -2.30 0.54 -1.30
O 1.94 -1.42 6.97
S 3.05 -0.67 6.51
O 0.59 4.25 -2.43
H 1.43 -2.89 -0.46
C 1.77 -3.33 0.48
H 2.43 -0.45 -4.57
O -7.68 -2.87 -2.71
H 1.91 5.10 -1.07
H 0.90 -0.16 1.97
O 3.35 -0.57 5.13
O 3.50 0.82 -5.79
H -8.16 -2.48 -0.03
C 2.10 -2.27 3.27
H 2.12 1.24 -2.85
O -1.26 -1.62 -1.24
H -6.63 -4.42 -1.85
H -2.91 -2.59 -2.09
H -6.71 -3.43 0.37
O 0.04 0.32 -1.97
S 4.80 1.21 -4.94
O -1.85 4.08 -2.66
H -8.38 -4.41 -1.51
H -2.89 -0.36 -3.06
C -7.24 -2.91 -0.42
O 1.84 -0.35 2.12
O -0.72 6.26 -2.65
C -3.11 -0.43 -2.00
C 3.90 0.95 8.20
C 1.32 5.38 -1.94
O 4.35 -1.15 7.31
S -0.88 -0.09 -0.97
C 5.02 -0.01 7.88
H 5.59 -0.30 8.75
H 0.64 7.42 -1.60
H 2.34 2.56 -4.01
O 3.21 -2.67 3.43
C 2.39 0.59 -4.90
S -0.73 4.76 -3.20
S -6.77 -1.58 -2.47
H 0.03 -2.29 1.23
C 0.64 -3.17 1.49
H 3.39 0.67 9.13
H 5.69 0.40 7.12
O -6.43 -1.83 -0.93
O 4.06 1.53 -3.56
O 5.34 2.41 -5.47
H -0.23 6.19 -0.66
O -0.45 4.79 -4.59
H -0.02 -4.03 1.36
C -7.50 -3.79 -1.62
O 2.97 0.81 7.12
H 2.69 -2.80 0.74
C 0.25 6.40 -1.61
H -3.14 -1.94 -0.45
N 1.08 -3.21 2.90
O 5.60 0.05 -4.76
H 1.45 0.78 -5.41
O -7.58 -0.42 -2.58
C 2.64 1.55 -3.75
H 0.26 -2.93 3.44
O -5.56 -1.73 -3.21
O -0.63 0.06 0.42



No. 6
# C3H2BaFO2

A structure of composition C3H2BaFO2 (wB97M-V/def2-TZVPD, the Open Molecules 2025 dataset).

- LUMO energy (spin up / spin down): -5.15 / -5.16 eV
- Energy above the lowest of the compared OMol25 structures with the same formula, charge and spin: 0.0 kcal per mole
- Charge: +1
- Multiplicity: 1

Cartesian coordinates (Å):
C 0.00 -0.26 0.45
O -1.35 0.09 -1.47
O 0.82 -0.54 -1.63
H 2.00 0.45 0.34
H 1.61 -0.67 1.75
C 1.31 -0.27 0.78
Ba -3.21 0.98 -0.23
F -0.92 0.63 1.03
C -0.26 -0.40 -1.02



What did the first record say?
# C28H29BF3NO4

A cluster of 2 separate species, C28H29BF3NO4 in total (wB97M-V/def2-TZVPD, the Open Molecules 2025 dataset).

- LUMO energy: -2.86 eV
- Multiplicity: 1

Cartesian coordinates (Å):
C -6.90 -2.78 2.95
H -6.84 -3.48 2.12
H -4.17 -0.42 1.30
C -0.31 -2.55 -0.51
C -3.63 -7.05 1.28
H -1.01 -1.73 -0.56
C -2.81 -7.93 0.62
H 1.64 -4.29 1.65
F 0.84 -4.98 3.58
C -3.10 -6.31 2.33
C -1.76 0.75 3.37
H -4.66 -6.93 1.01
C -4.98 -4.89 3.24
C 0.05 -2.16 1.92
O -3.94 1.67 3.06
C 1.21 -3.96 0.71
H -8.56 -4.32 4.65
C 0.81 -4.45 -4.01
H -2.81 -4.21 4.85
H 0.10 -7.47 2.31
H 2.30 -5.36 -0.46
C 1.02 -4.19 -1.68
H -6.38 -2.97 6.36
C -6.65 -2.49 5.42
H -6.18 -1.99 2.77
C -6.57 -3.49 4.27
C -1.75 -6.46 2.69
O 1.46 -4.84 -2.83
H -0.26 -4.60 -3.90
C -2.23 -1.25 1.53
H -7.48 -5.40 3.76
C -2.66 -4.94 4.07
H -0.38 -2.85 -2.61
H -0.84 -8.79 0.44
C -1.46 -8.08 0.98
C -0.93 -7.36 2.01
H -1.60 1.54 4.09
C -0.97 -1.20 2.16
H 1.04 -3.41 -4.25
C -1.50 -5.58 3.79
H -5.02 1.60 1.31
C -5.17 1.56 2.39
B -0.08 -5.42 4.52
H -3.20 -8.51 -0.20
H -2.44 -2.07 0.87
C -3.21 -0.34 1.79
C -3.00 0.70 2.72
O -5.21 -3.98 4.23
C -7.53 -4.66 4.56
F -0.25 -4.49 5.54
C -0.78 -0.17 3.11
H -5.95 -1.67 5.25
H -7.90 -2.34 2.97
C 1.57 -4.57 -0.45
H 1.16 -5.08 -4.83
N -3.64 -5.36 3.20
H -7.24 -5.16 5.48
O -5.80 -5.30 2.45
C 0.05 -3.17 -1.68
F 0.27 -6.67 5.02
H -5.67 0.63 2.68
H 0.16 -0.10 3.62
H -7.65 -2.07 5.52
H -5.80 2.40 2.69
H 0.77 -2.30 2.70
C 0.27 -2.90 0.73